1.
C31H69BrF2NO4P | the ωB97M-V functional and the def2-TZVPD basis

The frontier orbital gap comes out at 9.769 eV. As for the SMILES: CCCCCCCCCCCCCCCCCCCCP(N)(F)(Br)[C@@H](F)CC.COCCOC.COCCOC. The total charge is 0.

Each atom is followed by the atoms it is bonded to, with distances in Å.
Geometry (Å):
1 C -6.54 8.10 0.10  C2 1.589, H29 1.110, H30 1.117, H31 1.111
2 C -5.62 7.94 -1.18  C1 1.589, C3 1.568, H32 1.111, H33 1.112
3 C -4.87 6.57 -1.06  C2 1.568, C4 1.563, H34 1.118, H35 1.116
4 C -4.00 6.20 -2.31  C3 1.563, C5 1.580, H36 1.114, H37 1.119
5 C -3.03 4.98 -2.12  C4 1.580, C6 1.566, H38 1.118, H39 1.120
6 C -3.22 4.14 -0.81  C5 1.566, C7 1.587, H40 1.119, H41 1.114
7 C -4.57 3.30 -0.83  C6 1.587, C8 1.572, H42 1.110, H43 1.118
8 C -5.24 3.36 0.60  C7 1.572, C9 1.580, H44 1.114, H45 1.115
9 C -6.38 2.27 0.65  C8 1.580, C10 1.571, H46 1.112, H47 1.122
10 C -5.98 0.96 1.43  C9 1.571, C11 1.574, H48 1.118, H49 1.117
11 C -4.64 0.29 0.96  C10 1.574, C12 1.581, H50 1.110, H51 1.120
12 C -4.93 -0.97 0.06  C11 1.581, C13 1.575, H52 1.111, H53 1.113
13 C -4.59 -0.77 -1.47  C12 1.575, C14 1.570, H54 1.110, H55 1.122
14 C -3.15 -1.30 -1.78  C13 1.570, C15 1.562, H56 1.119, H57 1.115
15 C -3.02 -1.69 -3.28  C14 1.562, C16 1.576, H58 1.121, H59 1.112
16 C -1.59 -2.17 -3.73  C15 1.576, C17 1.564, H60 1.120, H61 1.111
17 C -0.40 -1.67 -2.86  C16 1.564, C18 1.592, H62 1.119, H63 1.109
18 C 0.85 -2.59 -3.22  C17 1.592, C19 1.564, H64 1.118, H65 1.116
19 C 2.18 -1.94 -2.71  C18 1.564, C20 1.578, H66 1.109, H67 1.120
20 C 3.44 -2.55 -3.44  C19 1.578, P21 1.868, H68 1.114, H69 1.110
21 P 4.56 -3.59 -2.37  C20 1.868, N22 1.766, F23 1.728, Br24 2.301, C25 1.903
22 N 5.32 -5.02 -3.08  P21 1.766, H70 1.021, H71 1.026
23 F 5.91 -2.69 -2.97  P21 1.728
24 Br 2.86 -4.94 -1.63  P21 2.301
25 C 5.08 -3.11 -0.60  P21 1.903, F26 1.394, C27 1.567, H72 1.114
26 F 4.05 -2.48 0.09  C25 1.394
27 C 5.68 -4.35 0.16  C25 1.567, C28 1.569, H73 1.118, H74 1.114
28 C 5.06 -4.60 1.57  C27 1.569, H75 1.112, H76 1.107, H77 1.118
29 H -7.62 8.02 -0.15  C1 1.110
30 H -6.32 7.28 0.82  C1 1.117
31 H -6.31 9.05 0.62  C1 1.111
32 H -6.30 7.94 -2.06  C2 1.111
33 H -4.88 8.77 -1.25  C2 1.112
34 H -4.19 6.65 -0.18  C3 1.118
35 H -5.66 5.80 -0.89  C3 1.116
36 H -4.65 6.04 -3.21  C4 1.114
37 H -3.37 7.09 -2.56  C4 1.119
38 H -3.06 4.27 -2.99  C5 1.118
39 H -1.98 5.37 -2.11  C5 1.120
40 H -2.39 3.40 -0.70  C6 1.119
41 H -3.20 4.77 0.11  C6 1.114
42 H -4.36 2.25 -1.12  C7 1.110
43 H -5.28 3.71 -1.59  C7 1.118
44 H -5.67 4.37 0.79  C8 1.114
45 H -4.46 3.18 1.38  C8 1.115
46 H -6.75 2.09 -0.38  C9 1.112
47 H -7.22 2.73 1.23  C9 1.122
48 H -5.91 1.23 2.52  C10 1.118
49 H -6.85 0.26 1.36  C10 1.117
50 H -3.91 1.00 0.51  C11 1.110
51 H -4.15 -0.10 1.89  C11 1.120
52 H -4.30 -1.80 0.44  C12 1.111
53 H -6.01 -1.26 0.14  C12 1.113
54 H -4.73 0.28 -1.82  C13 1.110
55 H -5.30 -1.40 -2.06  C13 1.122
56 H -2.43 -0.49 -1.50  C14 1.119
57 H -2.92 -2.21 -1.17  C14 1.115
58 H -3.71 -2.56 -3.45  C15 1.121
59 H -3.37 -0.88 -3.95  C15 1.112
60 H -1.42 -1.75 -4.76  C16 1.120
61 H -1.55 -3.28 -3.85  C16 1.111
62 H -0.11 -0.61 -3.11  C17 1.119
63 H -0.54 -1.78 -1.76  C17 1.109
64 H 0.63 -3.57 -2.73  C18 1.118
65 H 0.86 -2.77 -4.32  C18 1.116
66 H 2.28 -1.96 -1.60  C19 1.109
67 H 2.13 -0.86 -3.00  C19 1.120
68 H 4.05 -1.69 -3.80  C20 1.114
69 H 3.17 -3.16 -4.33  C20 1.110
70 H 4.87 -5.80 -2.60  N22 1.021
71 H 6.28 -5.03 -2.73  N22 1.026
72 H 5.87 -2.35 -0.74  C25 1.114
73 H 6.76 -4.12 0.32  C27 1.118
74 H 5.67 -5.28 -0.46  C27 1.114
75 H 5.69 -4.07 2.32  C28 1.112
76 H 3.99 -4.31 1.67  C28 1.107
77 H 5.12 -5.68 1.85  C28 1.118
78 C -1.23 -3.01 6.54  O79 1.419, H84 1.090, H85 1.092, H86 1.095
79 O -0.73 -3.53 5.32  C78 1.419, C80 1.423
80 C -1.76 -3.71 4.35  O79 1.423, C81 1.519, H87 1.094, H88 1.095
81 C -1.74 -2.60 3.31  C80 1.519, O82 1.423, H89 1.095, H90 1.094
82 O -2.11 -1.36 3.88  C81 1.423, C83 1.419
83 C -1.00 -0.51 4.13  O82 1.419, H91 1.095, H92 1.092, H93 1.090
84 H -0.37 -2.73 7.16  C78 1.090
85 H -1.86 -2.14 6.39  C78 1.092
86 H -1.80 -3.78 7.08  C78 1.095
87 H -2.74 -3.78 4.83  C80 1.094
88 H -1.56 -4.67 3.85  C80 1.095
89 H -2.48 -2.83 2.54  C81 1.095
90 H -0.76 -2.54 2.83  C81 1.094
91 H -0.61 -0.13 3.18  C83 1.095
92 H -0.20 -1.04 4.66  C83 1.092
93 H -1.33 0.33 4.73  C83 1.090
94 C 10.21 0.66 2.32  O95 1.419, H100 1.090, H101 1.092, H102 1.095
95 O 9.76 1.18 1.08  C94 1.419, C96 1.423
96 C 9.90 0.25 0.02  O95 1.423, C97 1.519, H103 1.094, H104 1.094
97 C 8.57 -0.40 -0.33  C96 1.519, O98 1.425, H105 1.094, H106 1.094
98 O 8.12 -1.25 0.72  C97 1.425, C99 1.420
99 C 7.09 -0.64 1.50  O98 1.420, H107 1.095, H108 1.092, H109 1.090
100 H 9.90 1.35 3.11  C94 1.090
101 H 9.79 -0.32 2.53  C94 1.092
102 H 11.31 0.61 2.33  C94 1.095
103 H 10.65 -0.51 0.26  C96 1.094
104 H 10.26 0.81 -0.85  C96 1.094
105 H 8.71 -1.03 -1.21  C97 1.094
106 H 7.82 0.36 -0.58  C97 1.094
107 H 6.16 -0.61 0.92  C99 1.095
108 H 7.36 0.36 1.82  C99 1.092
109 H 6.93 -1.26 2.38  C99 1.090

2.
C4H9N2O | the ωB97M-V functional and the def2-TZVPD basis

The frontier orbital gap comes out at 10.711 eV. Its relative energy (zero: lowest compared OMol25 entry of this formula, charge and spin) is 48.6 kcal per mole. As for the SMILES: C=C[C@H](O)C(N)=[NH2+]. The total charge is +1.

Each atom is followed by the atoms it is bonded to, with distances in Å.
Geometry (Å):
1 C -1.54 -1.57 -0.83  C2 1.343, H8 1.017, H9 1.076
2 C -0.28 -1.12 -0.84  C1 1.343, C3 1.583, H10 1.040
3 C 0.49 -0.54 0.42  C2 1.583, O4 1.339, C5 1.507, H11 1.028
4 O -0.13 -0.78 1.58  C3 1.339, H12 1.007
5 C 0.54 0.95 0.21  C3 1.507, N6 1.295, N7 1.299
6 N 1.25 1.51 -0.72  C5 1.295, H13 1.084, H14 1.029
7 N -0.36 1.63 0.85  C5 1.299, H15 1.074, H16 0.938
8 H -1.74 -1.97 -1.74  C1 1.017
9 H -2.03 -1.73 0.12  C1 1.076
10 H 0.39 -1.13 -1.64  C2 1.040
11 H 1.44 -0.91 0.32  C3 1.028
12 H 0.14 -1.71 1.86  O4 1.007
13 H 2.17 1.18 -1.19  N6 1.084
14 H 1.06 2.51 -0.81  N6 1.029
15 H -1.00 1.10 1.53  N7 1.074
16 H -0.40 2.57 0.88  N7 0.938

3.
C5H5N | the ωB97M-V functional and the def2-TZVPD basis

The frontier orbital gap (spin up / spin down) comes out at 7.677 / 7.153 eV. Its relative energy (zero: lowest compared OMol25 entry of this formula, charge and spin) is 114.6 kcal per mole. The total charge is 0.

Each atom is followed by the atoms it is bonded to, with distances in Å.
Geometry (Å):
1 C 3.56 -0.05 -0.16  C4 1.322, N6 1.147
2 C 1.36 0.70 0.01  C3 1.397, C4 1.447, H7 1.102
3 C 0.01 0.49 0.29  C2 1.397, C5 1.394
4 C 2.32 -0.21 -0.58  C1 1.322, C2 1.447, H8 1.089
5 C -1.25 0.12 -0.17  C3 1.394, H9 1.139, H10 1.147, H11 1.127
6 N 4.63 0.04 0.25  C1 1.147
7 H 2.01 1.38 0.59  C2 1.102
8 H 1.99 -1.13 -1.07  C4 1.089
9 H -1.83 1.02 -0.56  C5 1.139
10 H -1.95 -0.27 0.64  C5 1.147
11 H -1.34 -0.66 -0.99  C5 1.127